160
Properties=species:S:1:pos:R:3:lowdin_charge:R:1 method="wB97M-V/def2-TZVPD" e_homo_ha=-0.295 e_lumo_ev=0.31 orbital_gap_ev=8.34 smiles="COP(=O)(OC)OC.COP(=O)(OC)OC.COP(=O)(OC)OC.COP(=O)(OC)OC.COP(=O)(OC)OC.COP(=O)(OC)OC.Oc1ccc(O)cc1.Oc1ccc(O)cc1.Oc1ccc(O)cc1.COCCOC"
P 4.065 -6.055 -7.712 0.4583
P 2.441 -4.514 8.890 0.5178
P 6.792 -9.686 3.401 0.5101
P -2.904 4.747 -10.144 0.4749
P -10.280 1.901 -1.646 0.4990
P 3.766 11.016 4.230 0.5142
O 4.360 -6.983 -8.965 -0.2025
O -9.158 2.533 -2.675 -0.2147
O 1.538 0.662 -1.161 -0.2138
O 4.641 10.320 5.448 -0.2268
O -9.400 0.894 -0.686 -0.2357
O 5.313 -5.374 -7.211 -0.2566
O -1.657 5.533 -10.764 -0.2077
O -11.166 2.857 -0.993 -0.2260
O -2.359 -3.744 -0.853 0.0425
O 4.322 10.793 2.849 -0.2662
O 2.290 10.397 4.531 -0.2345
O 2.973 -5.024 -8.329 -0.2288
O 3.520 12.561 4.763 -0.2438
O -4.172 5.565 -10.687 -0.2451
O 3.453 -3.571 7.974 -0.2569
O 3.257 -6.989 -6.645 -0.2382
O 6.643 -9.214 4.808 -0.2466
O 3.522 -5.124 9.967 -0.2308
O 5.351 9.034 -7.860 0.0279
O 1.189 -3.879 9.436 -0.2668
O 7.891 -10.914 3.254 -0.2357
O -0.725 1.608 -0.028 -0.1882
O -4.301 -0.773 8.330 0.0426
O -8.699 1.198 11.134 0.0275
O 2.133 -5.810 7.954 -0.2524
O 5.414 -10.128 2.575 -0.2275
O -11.107 0.820 -2.606 -0.2662
O 7.400 -8.596 2.397 -0.2312
O -2.961 -8.376 2.147 0.0278
O 4.932 7.644 -2.558 0.0316
O -2.994 3.228 -10.369 -0.2818
O -2.870 5.106 -8.548 -0.2194
C 7.618 -12.308 3.439 -0.0897
C -0.037 2.629 -0.729 -0.2060
C -5.647 -0.682 10.311 -0.0085
C 5.217 8.737 -6.535 -0.3207
C 6.047 10.462 5.320 -0.1234
C 5.293 7.023 -4.879 -0.0122
C 2.021 8.999 4.354 -0.1013
C -6.784 -0.239 11.058 -0.0135
C 4.211 -9.938 3.164 -0.1786
C -8.588 1.679 -3.684 -0.1154
C -3.078 -4.810 1.193 0.0021
C -10.018 0.086 0.272 -0.1256
C 3.817 -8.112 -6.049 -0.1204
C 4.742 -5.678 9.647 -0.1430
C 4.954 7.978 -3.901 -0.3037
C -3.676 6.105 -7.889 -0.0936
C -7.712 0.561 10.413 -0.3391
C -12.483 1.070 -2.961 -0.0970
C 3.259 -7.654 -9.530 -0.1145
C -6.308 0.564 8.431 -0.0137
C -3.230 -6.001 1.946 -0.0206
C 5.520 7.436 -6.181 -0.0328
C 5.011 9.724 -5.564 -0.0094
C 2.961 -3.016 6.710 -0.0685
C 2.367 -4.009 -7.613 -0.1244
C 0.840 1.793 -1.762 -0.1427
C -2.520 -4.871 -0.102 -0.3422
C 5.010 9.329 -4.246 -0.0413
C -1.754 2.129 0.839 -0.0904
C -7.456 1.021 9.124 0.0004
C -2.008 -6.067 -0.469 -0.0411
C 0.900 -6.589 8.074 -0.0707
C -4.619 5.434 -12.060 -0.0708
C -2.138 -7.263 0.225 0.0025
C 2.513 0.967 -0.211 -0.1189
C 6.956 -7.245 2.377 -0.0906
C 2.799 13.544 4.005 -0.0956
C -2.810 -7.199 1.464 -0.3409
C -0.374 5.088 -10.428 -0.1339
C -5.403 -0.302 8.986 -0.3407
H 1.964 8.567 5.353 0.0892
H 5.578 6.040 -4.534 0.1153
H 5.957 6.684 -6.822 0.1162
H -3.056 6.831 -7.361 0.0809
H 1.279 -7.541 8.447 0.0874
H -4.092 5.685 -6.973 0.0821
H -1.253 2.778 1.557 0.0842
H -8.724 0.618 -3.476 0.0795
H -3.885 5.798 -12.778 0.0857
H 2.250 -3.743 6.317 0.0772
H 1.585 2.452 -2.209 0.1103
H 2.589 -1.998 6.832 0.0898
H 6.490 9.466 5.321 0.0871
H -1.482 -6.056 -1.412 0.1188
H -7.026 -0.496 12.078 0.1078
H 3.346 1.440 -0.731 0.0869
H 3.343 14.479 4.139 0.0911
H -6.123 0.892 7.419 0.1139
H 6.460 10.877 6.239 0.0868
H 5.390 8.418 -8.596 0.1083
H 6.618 -12.320 3.873 0.0770
H 3.415 -7.705 -10.608 0.0969
H 5.062 10.783 -5.773 0.1183
H 0.212 5.957 -10.129 0.0878
H 4.808 -8.269 -6.473 0.0930
H 3.787 -8.010 -4.964 0.0958
H 4.341 -10.334 4.171 0.0827
H -10.958 0.551 0.569 0.0890
H -2.412 1.393 1.300 0.0844
H -0.653 3.351 -1.265 0.1180
H -3.714 -5.866 2.902 0.1147
H 1.353 -4.323 -7.365 0.0924
H 2.655 13.362 2.940 0.0852
H 5.881 -7.279 2.556 0.0754
H 2.798 0.003 0.212 0.0928
H -2.475 2.780 0.344 0.0772
H 4.689 -6.752 9.823 0.0938
H -3.673 -3.962 1.499 0.1095
H -0.253 4.340 -9.643 0.0945
H -1.765 -8.205 -0.151 0.1135
H 5.076 8.501 -2.151 0.0881
H 1.105 8.738 3.824 0.0849
H 7.402 -6.572 3.109 0.0956
H 3.864 -8.905 3.161 0.0918
H 5.480 -5.151 10.252 0.0943
H -7.501 1.741 -3.638 0.0837
H -8.905 0.791 11.979 0.0969
H 0.637 3.233 -0.120 0.1081
H -5.589 5.920 -12.163 0.0917
H -9.377 0.041 1.152 0.0880
H 7.609 -12.827 2.480 0.0900
H 3.825 -3.055 6.046 0.0857
H 2.926 -3.709 -6.727 0.0934
H 7.051 -6.934 1.337 0.0947
H 2.287 -7.177 -9.404 0.0864
H -8.131 1.776 8.751 0.1146
H 8.297 -12.769 4.156 0.0904
H 0.187 4.757 -11.302 0.0894
H 0.201 -6.114 8.762 0.0758
H 0.254 1.336 -2.560 0.1197
H -4.997 -1.346 10.862 0.1047
H 3.485 -10.617 2.716 0.0923
H 2.051 1.613 0.535 0.0784
H -3.223 -9.142 1.630 0.1031
H -13.122 0.412 -2.373 0.0907
H -10.075 -0.941 -0.090 0.0912
H -4.440 6.582 -8.503 0.0831
H -3.584 -1.160 8.838 0.1073
H 3.178 -8.934 -6.372 0.0876
H -12.776 2.104 -3.141 0.0897
H 5.027 -5.514 8.607 0.0841
H 0.312 -6.741 7.170 0.0832
H 2.795 8.511 3.763 0.0832
H -4.647 4.370 -12.296 0.0823
H 2.342 -3.173 -8.312 0.0943
H -8.823 1.900 -4.725 0.0893
H 3.210 -8.620 -9.027 0.0873
H 6.298 11.017 4.416 0.0808
H -12.456 0.703 -3.987 0.0805
H 1.800 13.442 4.430 0.0891
H 4.934 10.095 -3.488 0.1144
H -2.160 -2.906 -0.428 0.1102